Entry 1:
5 unconnected molecules or ions with the total composition CH12O4S in a non-equilibrium geometry. Source: the Open Molecules 2025 dataset; level of theory: ωB97M-V/def2-TZVPD.

Results
HOMO energy = -0.350 hartree
net charge = 0
SMILES string = CS.O.O.O.O
energy = -744.40317 hartree

Geometry (Å):
C: 0.305 -0.858 0.849
S: 1.173 0.187 2.048
H: 0.261 -2.013 0.988
H: -0.681 -0.527 1.068
H: 0.663 -0.568 -0.136
H: 1.824 -0.731 2.901
H: -0.179 1.791 -1.312
H: -0.380 1.071 -2.656
O: -0.777 1.199 -1.794
H: -1.840 -0.469 -1.543
H: -2.924 -0.714 -0.518
O: -2.451 -1.128 -1.183
H: -0.311 -2.310 -0.686
H: -0.252 -3.366 -1.686
O: 0.001 -2.430 -1.620
H: 0.256 3.306 0.621
H: 1.225 2.184 0.734
O: 0.944 2.922 0.143

=====

Entry 2:
5 unconnected molecules or ions with the total composition CH12O4S in a non-equilibrium geometry. Source: the Open Molecules 2025 dataset; level of theory: ωB97M-V/def2-TZVPD.

Results
HOMO energy = -0.340 hartree
net charge = 0
SMILES string = CS.O.O.O.O
energy = -744.39992 hartree

Geometry (Å):
C: -2.505 2.781 -2.742
S: -3.320 3.867 -1.566
H: -2.329 3.331 -3.644
H: -1.633 2.478 -2.229
H: -3.285 2.025 -3.039
H: -3.567 2.817 -0.671
H: 0.550 -0.459 0.743
H: 1.139 -1.804 1.307
O: 1.288 -1.130 0.638
H: 2.670 0.157 0.194
H: 4.014 0.516 1.034
O: 3.435 0.720 0.312
H: 1.309 -6.841 1.588
H: 2.363 -5.826 1.687
O: 2.047 -6.532 2.243
H: -0.208 1.778 1.605
H: -1.449 1.161 1.187
O: -0.519 0.960 1.353

=====

Entry 3:
6 unconnected molecules or ions with the total composition CH12O6 in a non-equilibrium geometry. Source: the Open Molecules 2025 dataset; level of theory: ωB97M-V/def2-TZVPD.

Results
HOMO energy = -0.392 hartree
net charge = 0
SMILES string = C=O.O.O.O.O.O
energy = -496.65906 hartree

Geometry (Å):
O: 0.149 -1.775 -2.006
C: -0.536 -2.548 -2.598
H: -0.576 -2.216 -3.624
H: -0.916 -3.577 -2.472
H: 2.817 0.407 0.589
H: 2.447 0.604 2.004
O: 2.669 1.037 1.279
H: -1.535 0.903 -1.202
H: -0.913 1.704 -0.032
O: -1.768 1.349 -0.347
H: -2.346 0.041 1.626
H: -2.335 0.480 3.099
O: -1.882 -0.168 2.468
H: 0.912 1.912 0.571
H: 1.122 2.466 -0.965
O: 0.629 2.639 -0.119
H: 0.270 -0.934 1.235
H: 0.881 -1.431 -0.112
O: 0.912 -0.891 0.608

=====

Entry 4:
A single CH13N7P2 molecule in a non-equilibrium geometry. Source: the Open Molecules 2025 dataset; level of theory: ωB97M-V/def2-TZVPD.

Results
HOMO energy = -0.319 hartree
net charge = 0
SMILES string = CNP(N)(N)=NP(=N)(N)N
energy = -1111.91586 hartree

Geometry (Å):
C: 1.214 -2.424 0.443
N: 0.122 -1.529 0.044
N: -0.839 0.680 -1.127
N: 1.949 0.210 -0.701
N: 0.692 -1.175 -2.553
N: -2.051 2.616 0.457
N: -2.133 0.146 1.750
N: 0.276 1.369 1.554
P: 0.368 -0.286 -1.113
P: -1.235 1.145 0.850
H: 1.621 -1.753 1.266
H: 1.972 -2.584 -0.271
H: 0.881 -3.350 0.888
H: 1.893 1.188 -0.266
H: 2.409 0.500 -1.554
H: 0.010 -1.819 -2.755
H: 0.637 -0.547 -3.351
H: -2.718 2.738 1.275
H: -2.561 2.359 -0.346
H: -0.273 -0.957 0.732
H: -2.983 0.060 1.158
H: 0.133 1.219 2.513
H: 0.616 2.192 1.106

=====

Entry 5:
5 unconnected molecules or ions with the total composition CH13NO4 in a non-equilibrium geometry. Source: the Open Molecules 2025 dataset; level of theory: ωB97M-V/def2-TZVPD.

Results
HOMO energy = -0.368 hartree
net charge = 0
SMILES string = CN.O.O.O.O
energy = -401.58676 hartree

Geometry (Å):
C: 1.857 -0.269 0.194
N: 0.784 -0.175 -0.864
H: 2.324 -1.242 0.121
H: 2.516 0.591 0.099
H: 1.459 -0.317 1.219
H: 0.807 -1.070 -1.344
H: 1.050 0.525 -1.528
H: -0.721 4.468 -0.202
H: -1.565 5.053 0.866
O: -0.740 4.561 0.756
H: -0.636 0.398 0.042
H: -2.101 0.693 -0.449
O: -1.493 0.884 0.271
H: -0.660 -2.779 -1.202
H: -0.266 -4.119 -1.788
O: 0.114 -3.290 -1.477
H: -0.335 -1.391 2.280
H: -1.347 -0.839 1.306
O: -1.046 -1.682 1.701

=====

Entry 6:
6 unconnected molecules or ions with the total composition CH13NO4 in a non-equilibrium geometry. Source: the Open Molecules 2025 dataset; level of theory: ωB97M-V/def2-TZVPD.

Results
HOMO energy = -0.345 hartree
net charge = 0
energy = -401.34929 hartree

Geometry (Å):
C: -0.042 -1.640 -0.466
N: -1.468 -1.153 -0.266
H: 0.523 -0.974 -1.061
H: -0.066 -2.603 -0.955
H: 0.428 -1.801 0.497
H: -1.507 -0.157 -0.613
H: -2.119 -1.704 -0.885
H: -1.439 -1.104 1.510
H: -1.858 -1.107 3.017
O: -1.078 -1.168 2.415
H: 0.096 0.244 0.527
H: 2.516 0.142 1.184
O: 2.156 -0.015 0.295
H: 0.255 1.899 -0.921
H: -1.070 1.870 -2.324
O: -0.761 1.316 -1.607
H: 1.689 0.836 0.073
H: 1.677 2.889 -0.966
O: 1.109 2.302 -0.406

=====

Entry 7:
6 unconnected molecules or ions with the total composition CH13NO6 in a non-equilibrium geometry. Source: the Open Molecules 2025 dataset; level of theory: ωB97M-V/def2-TZVPD.

Results
HOMO energy = -0.391 hartree
net charge = 0
SMILES string = NC=O.O.O.O.O.O
energy = -552.10783 hartree

Geometry (Å):
C: 1.177 1.208 -1.166
N: -0.051 1.745 -1.244
O: 1.784 0.837 -2.165
H: 1.744 1.281 -0.231
H: -0.594 1.895 -0.411
H: -0.576 1.674 -2.105
H: -0.011 -2.887 -2.188
H: 1.115 -2.099 -1.703
O: 0.312 -2.500 -1.371
H: -1.762 1.834 2.466
H: -2.533 2.510 1.251
O: -1.679 2.458 1.733
H: 2.852 -0.914 -0.537
H: 3.290 -1.330 -1.869
O: 3.439 -1.577 -0.949
H: -0.806 -0.165 0.603
H: -0.431 -1.600 0.157
O: -0.992 -1.098 0.774
H: -1.424 -0.799 2.778
H: -2.866 -0.312 2.923
O: -1.988 -0.160 3.255

=====

Entry 8:
6 unconnected molecules or ions with the total composition CH13O5S. Source: the Open Molecules 2025 dataset; level of theory: ωB97M-V/def2-TZVPD.

Results
HOMO energy = -0.144 hartree
net charge = -1
energy = -820.35029 hartree

Geometry (Å):
C: -0.470 1.690 1.511
S: 0.369 1.904 -0.110
H: -1.494 1.364 1.370
H: 0.055 0.922 2.085
H: -0.461 2.609 2.086
H: 2.515 0.948 1.045
H: 2.492 -0.375 0.305
O: 2.742 0.008 1.151
H: 1.593 -2.079 1.228
H: 0.884 -2.779 0.079
O: 1.569 -2.911 0.740
H: -1.753 0.685 -2.558
H: -1.599 1.585 -1.367
O: -2.199 1.425 -2.128
H: -2.353 -0.593 -0.018
H: -1.170 -1.363 -0.506
O: -1.936 -1.460 0.083
H: 0.259 0.132 -1.166
H: 0.760 -1.241 -1.865
O: 0.197 -0.471 -1.967

=====

Entry 9:
A molecular structure, CH13O8V in a non-equilibrium geometry. Source: the Open Molecules 2025 dataset; level of theory: ωB97M-V/def2-TZVPD.

Results
HOMO energy = -0.312 hartree
net charge = 0
energy = -1591.49661 hartree

Geometry (Å):
O: -1.165 -0.963 0.972
V: -0.001 -0.222 0.120
O: 0.959 -1.399 -0.458
C: 0.650 1.386 -1.680
O: 1.125 0.926 -0.450
H: 0.496 0.634 -2.453
H: -0.293 1.931 -1.640
H: 1.253 2.121 -2.213
O: 0.996 -0.277 1.655
H: 1.579 -0.643 2.320
H: 1.219 0.653 1.626
O: -1.560 -0.449 -1.124
H: -2.341 -0.161 -1.596
H: -1.199 -1.151 -1.664
O: -1.749 -0.014 2.766
H: -1.576 0.188 1.847
H: -2.613 0.362 2.936
O: 2.283 -2.557 -1.539
H: 2.003 -1.812 -1.007
H: 1.609 -3.221 -1.395
O: -0.592 1.167 1.013
H: -1.149 1.777 0.531
H: 0.066 1.721 1.432

=====

Entry 10:
5 unconnected molecules or ions with the total composition CH14N2O4 in a non-equilibrium geometry. Source: the Open Molecules 2025 dataset; level of theory: ωB97M-V/def2-TZVPD.

Results
HOMO energy = -0.333 hartree
net charge = 0
SMILES string = NCN.O.O.O.O
energy = -456.95622 hartree

Geometry (Å):
N: -0.570 -0.933 -2.865
C: -0.446 -1.588 -1.524
N: 0.545 -1.202 -0.588
H: 0.305 -0.992 -3.370
H: -0.843 0.029 -2.790
H: -0.399 -2.638 -1.683
H: -1.334 -1.233 -0.998
H: 0.503 -0.182 -0.422
H: 1.518 -1.398 -0.923
H: 1.366 1.242 3.855
H: 0.786 0.383 2.779
O: 0.694 1.286 3.157
H: -0.931 -1.801 2.281
H: 0.183 -1.861 1.252
O: -0.013 -1.724 2.228
H: 0.482 1.749 1.274
H: 1.637 1.762 0.301
O: 0.787 2.049 0.365
H: -0.463 1.682 -0.927
H: -2.021 1.964 -1.081
O: -1.210 1.609 -1.530

=====

Respective Kohn-Sham gap values: 10.0 9.4 10.8 9.3 10.7 5.5 11.0 7.3 7.9 9.6 eV.
Respective energy relative to the best compared isomer or geometry (same formula, charge and spin) values: 24.8 26.8 44.7 30.4 21.2 170.2 19.0 12.6 211.3 14.7 kcal/mol.